# 1
15
Properties=species:S:1:pos:R:3 method="wB97M-V/def2-TZVPD" e_homo_ev=-9.402 spin_multiplicity=1 gap_ev=10.3647 e_tot_ha=-341.90166
C -0.47 1.53 -1.15
C 0.27 0.23 -1.01
O 1.49 0.27 -0.20
C 1.08 -0.85 0.49
N 1.52 -1.41 1.52
C -0.33 -0.85 -0.06
N -0.92 -0.43 1.26
H -0.87 1.80 -0.17
H -1.30 1.38 -1.86
H 0.15 2.34 -1.53
H 0.57 -0.15 -2.00
H 2.23 -0.85 1.97
H -0.78 -1.71 -0.57
H -0.80 -1.26 1.84
H -1.84 -0.04 1.47

# 2
15
Properties=species:S:1:pos:R:3 method="wB97M-V/def2-TZVPD" e_homo_ev=-9.591 spin_multiplicity=1 gap_ev=10.5974 smiles="C[C@@]1(C(N)=O)CN1" e_tot_ha=-341.95180
C -1.21 -1.14 0.42
C -0.20 -0.06 0.12
C 1.24 -0.53 0.00
N 2.17 0.46 0.09
O 1.51 -1.70 -0.22
C -0.73 0.86 -0.92
N -0.37 1.36 0.40
H -2.25 -0.80 0.50
H -1.21 -1.95 -0.33
H -0.91 -1.57 1.36
H 1.88 1.37 0.43
H 3.14 0.20 0.13
H -0.06 1.13 -1.71
H -1.79 0.84 -1.19
H -1.21 1.53 0.94

# 3
15
Properties=species:S:1:pos:R:3 method="wB97M-V/def2-TZVPD" e_homo_ev=-7.773 spin_multiplicity=1 gap_ev=8.2325 e_tot_ha=-341.80064
N 1.32 -0.30 -1.36
C 0.72 -0.78 0.02
O 0.73 -1.96 0.21
C 0.60 0.38 1.02
N -0.65 1.06 0.73
C -1.74 0.09 0.75
C -1.09 0.38 -0.55
H 1.54 -1.12 -1.93
H 2.11 0.36 -1.32
H 0.64 -0.03 2.04
H 1.45 1.06 0.89
H -1.57 -0.87 1.25
H -2.71 0.54 1.00
H 0.34 0.13 -1.57
H -1.69 1.05 -1.18

# 4
15
Properties=species:S:1:pos:R:3 method="wB97M-V/def2-TZVPD" e_homo_ev=-7.518 spin_multiplicity=1 gap_ev=8.2591 smiles="CC1=C(NO)CN1" e_tot_ha=-341.77870
C 0.40 0.05 -1.99
C 0.08 -0.44 -0.62
C -0.11 0.19 0.56
N -1.25 0.91 0.73
O -1.12 2.10 1.52
C 0.78 -0.75 1.29
N 0.77 -1.57 0.01
H -0.04 -0.52 -2.81
H 1.49 -0.05 -2.08
H 0.15 1.11 -2.12
H -1.49 0.77 -0.32
H -1.96 2.13 2.01
H 1.81 -0.40 1.44
H 0.40 -1.21 2.20
H 0.09 -2.33 0.16

# 5
15
Properties=species:S:1:pos:R:3 method="wB97M-V/def2-TZVPD" e_homo_ev=-8.891 spin_multiplicity=1 gap_ev=9.4456 e_tot_ha=-341.81973
C 1.29 -0.40 0.54
C -0.81 0.58 -0.69
C -0.27 0.72 -2.10
N -1.14 -0.28 -1.57
C 0.16 0.37 1.24
O 0.32 1.50 1.66
N -0.88 -0.52 1.72
H 0.99 -1.27 -0.04
H 1.90 0.27 -0.07
H 1.91 -0.75 1.38
H -0.71 1.49 -2.72
H 0.76 0.45 -2.31
H -1.43 -1.25 -1.62
H -0.47 -1.00 2.51
H -1.61 0.07 2.09

# 6
15
Properties=species:S:1:pos:R:3 method="wB97M-V/def2-TZVPD" e_homo_ev=-8.940 spin_multiplicity=1 gap_ev=9.5955 smiles="CC1(C)C(=O)N1N" e_tot_ha=-341.87223
C 0.85 1.18 -0.52
C -0.22 0.11 -0.38
C -0.25 -0.95 -1.46
C -1.48 0.42 0.57
O -2.50 0.99 0.78
N -0.53 -0.39 0.95
N 0.11 -0.66 2.26
H 0.42 2.18 -0.43
H 1.35 1.11 -1.48
H 1.61 1.08 0.26
H 0.70 -1.50 -1.49
H -0.41 -0.49 -2.43
H -1.04 -1.67 -1.27
H 0.64 -1.52 2.15
H 0.76 0.10 2.49

# 7
15
Properties=species:S:1:pos:R:3 method="wB97M-V/def2-TZVPD" e_homo_ev=-9.485 spin_multiplicity=1 gap_ev=10.3501 smiles="C[C@@H]1CCN=[N+]1[O-]" e_tot_ha=-341.84995
C 0.34 1.77 -0.39
C 0.07 0.47 0.43
C 0.89 -0.76 0.24
C -0.13 -1.87 -0.09
N -1.36 -1.17 -0.38
N -1.25 -0.01 -0.02
O -2.15 0.85 -0.04
H 0.39 1.74 -1.51
H 1.25 2.16 0.05
H -0.50 2.34 -0.01
H -0.06 0.80 1.46
H 1.30 -1.05 1.19
H 1.53 -0.47 -0.52
H 0.20 -2.24 -1.05
H -0.52 -2.58 0.62

# 8
15
Properties=species:S:1:pos:R:3 method="wB97M-V/def2-TZVPD" e_homo_ev=-9.158 spin_multiplicity=1 gap_ev=10.0854 smiles="C=NN1C[C@@H]1CO" e_tot_ha=-341.80177
C 1.06 1.88 0.24
N 1.13 0.84 -0.55
N -0.06 0.47 -1.19
C -1.31 0.48 -0.41
C -0.65 -0.84 -0.86
C 0.00 -1.60 0.44
O 1.49 -1.73 0.45
H -0.04 2.39 0.60
H 1.94 2.14 0.71
H -1.18 0.77 0.63
H -2.34 0.88 -0.69
H -1.20 -1.31 -1.63
H -0.34 -0.85 1.18
H -0.36 -2.69 0.53
H 1.86 -0.86 0.57

# 9
15
Properties=species:S:1:pos:R:3 method="wB97M-V/def2-TZVPD" e_homo_ev=-9.100 spin_multiplicity=1 gap_ev=9.6926 smiles="C/N=C(/N)C(C)=O" e_tot_ha=-341.92782
C 1.89 0.43 1.00
N 0.50 0.69 1.22
C -0.42 0.51 0.36
N -1.73 0.74 0.70
C -0.24 0.18 -1.09
C -0.68 -1.37 -1.13
O 0.39 0.72 -1.95
H 2.16 -0.01 0.03
H 2.24 -0.26 1.76
H 2.46 1.37 1.13
H -1.83 1.20 1.59
H -2.34 1.09 -0.02
H 0.15 -2.08 -1.10
H -1.42 -1.66 -0.40
H -1.14 -1.52 -2.11

# 10
15
Properties=species:S:1:pos:R:3 method="wB97M-V/def2-TZVPD" e_homo_ev=-10.147 spin_multiplicity=1 gap_ev=10.7448 e_tot_ha=-341.85429
C 0.68 0.84 1.63
N -0.32 0.10 0.97
C -0.13 0.16 -0.41
C -0.83 -1.01 -1.14
O -0.50 -2.22 -0.49
C -0.37 1.46 -1.01
N -0.48 2.50 -1.51
H 0.59 1.92 1.46
H 0.73 0.59 2.70
H 1.70 0.59 0.77
H -0.40 -0.86 1.27
H 1.34 0.25 -0.32
H -0.53 -1.00 -2.19
H -1.93 -0.96 -1.11
H 0.45 -2.36 -0.63

# 11
15
Properties=species:S:1:pos:R:3 method="wB97M-V/def2-TZVPD" e_homo_ev="-8.914 / -8.646" spin_multiplicity=1 gap_ev="8.2356 / 8.1007" e_tot_ha=-341.74152
C -1.48 0.61 -2.00
C -0.91 0.22 0.16
C 1.32 -0.66 0.36
C 1.64 -0.59 1.82
N -0.22 1.03 -2.14
N 0.32 -0.35 -0.29
O -1.99 0.10 -0.70
H -2.26 1.32 -2.24
H -1.76 -0.36 -2.69
H -1.09 -0.14 1.24
H -0.69 1.36 0.34
H 2.18 -0.97 -0.23
H 1.05 0.20 2.16
H 2.66 -0.33 1.89
H 1.25 -1.43 2.33

# 12
15
Properties=species:S:1:pos:R:3 method="wB97M-V/def2-TZVPD" e_homo_ev="-8.552 / -8.552" spin_multiplicity=1 gap_ev="9.2274 / 9.2280" smiles="CNN1C[C@@H]1C=O" e_tot_ha=-341.84544
C -1.59 -1.20 0.04
N -0.69 -0.53 -0.83
N -0.57 0.71 -0.44
C 0.56 1.43 -0.90
C 0.67 1.06 0.58
C 1.54 -0.05 0.95
O 2.11 -0.86 0.23
H -2.38 -0.51 0.38
H -2.20 -2.04 -0.38
H -1.03 -1.60 0.93
H 0.12 -1.11 -0.98
H 0.31 2.39 -1.35
H 1.23 0.81 -1.63
H 0.30 1.74 1.32
H 1.62 -0.24 2.07

# 13
15
Properties=species:S:1:pos:R:3 method="wB97M-V/def2-TZVPD" e_homo_ev=-8.470 spin_multiplicity=1 gap_ev=8.9604 smiles="N=C=CO.C=NC" e_tot_ha=-341.80996
N 2.35 -1.75 0.04
C 2.09 -0.53 0.23
C 2.12 0.75 0.31
O 1.66 1.72 -0.64
H 1.68 -2.40 0.45
H 2.69 1.32 1.13
H 0.74 1.52 -0.76
C -0.83 -1.03 -0.92
N -0.27 0.06 -0.60
C -1.04 0.87 0.31
H -0.37 -1.61 -1.59
H -1.73 -1.48 -0.63
H -2.07 1.20 -0.06
H -1.23 0.39 1.31
H -0.38 1.57 0.70

# 14
15
Properties=species:S:1:pos:R:3 method="wB97M-V/def2-TZVPD" e_homo_ev=-7.996 spin_multiplicity=1 gap_ev=6.9787 e_tot_ha=-341.47348
C 2.35 -0.58 0.27
C 0.60 0.77 -0.53
C -0.63 1.40 -0.02
C -1.81 0.68 0.63
H 3.01 -0.49 1.94
H 2.81 0.56 -0.87
H 2.13 -2.14 -0.36
H 1.40 1.30 -1.13
H -1.09 2.41 -0.57
H -2.56 1.64 0.94
H -2.44 -2.11 -0.29
H -0.62 -1.32 -0.19
N -2.46 -0.46 0.16
N -1.70 -1.38 -0.33
O 1.03 -0.27 0.34

# 15
15
Properties=species:S:1:pos:R:3 method="wB97M-V/def2-TZVPD" e_homo_ev="-7.998 / -7.999" spin_multiplicity=1 gap_ev="7.9930 / 7.9942" e_tot_ha=-341.80600
N -1.97 -0.22 -0.44
C -0.87 -0.38 0.50
C 0.40 -0.89 -0.20
C 1.31 0.22 -0.83
O 2.01 0.93 0.12
C -0.57 0.98 1.12
N 0.45 1.55 1.25
H -2.22 -1.13 -0.81
H -2.79 0.14 0.04
H -1.11 -1.02 1.36
H 0.08 -1.59 -0.99
H 1.01 -1.45 0.52
H 0.65 0.86 -1.46
H 2.01 -0.29 -1.51
H 1.20 2.21 1.04

# 16
15
Properties=species:S:1:pos:R:3 method="wB97M-V/def2-TZVPD" e_homo_ev=-9.547 spin_multiplicity=1 gap_ev=10.0102 e_tot_ha=-341.83558
C 0.44 1.96 -0.10
C -1.32 0.29 -0.04
C 0.93 -0.43 -0.20
C 0.68 -1.89 0.00
H 0.92 2.21 0.85
H -0.32 2.86 -0.27
H 1.26 1.88 -0.95
H -2.18 1.10 0.80
H -2.78 -0.65 0.23
H 0.07 -2.52 -0.76
H 0.24 -1.98 1.16
H 1.68 -2.29 -0.06
N 0.02 0.57 -0.24
N -1.79 -0.91 -0.33
O 2.14 -0.19 -0.08

# 17
15
Properties=species:S:1:pos:R:3 method="wB97M-V/def2-TZVPD" e_homo_ev=-8.087 spin_multiplicity=1 gap_ev=8.9225 smiles="C=CN(O)/C=C/N" e_tot_ha=-341.77110
C 2.59 0.77 1.02
C 1.46 0.87 0.17
N 0.65 0.21 -1.08
O 0.98 -1.34 -1.22
C -0.70 0.36 -0.72
C -1.38 -0.53 0.02
N -2.63 -0.53 0.64
H 2.74 1.59 1.74
H 3.36 0.01 0.80
H 0.59 1.57 0.44
H 0.71 -1.46 -2.15
H -1.05 1.41 -0.78
H -0.95 -1.60 0.05
H -3.01 -1.39 0.83
H -3.38 0.07 0.24

# 18
15
Properties=species:S:1:pos:R:3 method="wB97M-V/def2-TZVPD" e_homo_ev=-9.391 spin_multiplicity=1 gap_ev=10.3524 smiles="NC(=O)CN1CC1" e_tot_ha=-341.92828
N 1.72 -0.50 -1.35
C 1.86 -0.46 -0.02
O 2.96 -0.61 0.49
C 0.53 -0.30 0.78
N -0.40 0.72 0.28
C -1.74 0.80 0.84
C -1.54 0.36 -0.56
H 2.56 -0.62 -1.92
H 0.77 -0.31 -1.60
H 0.08 -1.35 0.84
H 0.87 0.05 1.77
H -2.05 0.03 1.55
H -2.13 1.80 1.03
H -1.73 -0.69 -0.76
H -1.76 1.06 -1.36

# 19
15
Properties=species:S:1:pos:R:3 method="wB97M-V/def2-TZVPD" e_homo_ev=-10.092 spin_multiplicity=1 gap_ev=10.9137 smiles=CN[C@H](C#N)CO e_tot_ha=-341.93134
C -1.85 0.23 0.72
N -0.39 0.03 0.81
C 0.30 0.21 -0.47
C -0.48 -0.50 -1.52
N -1.37 -0.98 -2.09
C 1.77 -0.22 -0.35
O 2.52 0.70 0.40
H -2.30 -0.09 1.66
H -2.05 1.29 0.56
H -2.31 -0.34 -0.12
H -0.21 -0.91 1.14
H 0.28 1.27 -0.73
H 2.22 -0.27 -1.35
H 1.81 -1.23 0.08
H 2.08 0.81 1.25

# 20
15
Properties=species:S:1:pos:R:3 method="wB97M-V/def2-TZVPD" e_homo_ev=-9.607 spin_multiplicity=1 gap_ev=10.6391 smiles="C[C@@]1(C(N)=O)CN1" e_tot_ha=-341.93916
C 0.85 1.41 0.41
C 0.20 0.13 -0.09
C -1.01 -0.37 0.72
N -1.09 -1.64 1.24
O -1.98 0.35 0.80
C 0.03 0.03 -1.57
N 0.95 -0.86 -0.87
H 1.45 1.88 -0.38
H 0.07 2.13 0.68
H 1.50 1.26 1.28
H -0.39 -2.25 1.66
H -2.04 -1.95 1.32
H -0.86 -0.42 -2.01
H 0.42 0.86 -2.16
H 1.92 -0.56 -1.03

# 21
15
Properties=species:S:1:pos:R:3 method="wB97M-V/def2-TZVPD" e_homo_ev=-8.341 spin_multiplicity=1 gap_ev=9.3496 smiles="CCC1=NCNO1" e_tot_ha=-341.85772
C -0.22 0.79 -1.99
C -0.10 -0.64 -1.41
C -0.11 -0.55 0.07
N -0.93 -0.15 0.91
C -0.32 0.03 2.14
N 1.01 -0.37 1.98
O 1.23 -0.67 0.59
H -1.23 1.11 -1.97
H 0.22 0.69 -2.95
H 0.50 1.28 -1.47
H 0.84 -1.13 -1.78
H -1.03 -1.27 -1.65
H -0.62 1.12 2.36
H -0.98 -0.54 2.83
H 1.74 0.28 2.34

# 22
16
Properties=species:S:1:pos:R:3 method="wB97M-V/def2-TZVPD" e_homo_ev=-7.313 spin_multiplicity=1 gap_ev=5.1622 e_tot_ha=-417.02077
C -0.25 1.77 1.41
N 0.16 1.60 0.11
C 0.85 0.37 -0.17
C 0.11 -0.49 -0.97
N 0.54 -1.86 -0.99
C 0.94 -2.59 0.05
O -0.90 -0.20 -1.62
O -1.23 2.35 1.78
H 0.36 1.18 2.13
H -0.54 1.71 -0.62
H -0.85 -2.73 1.19
H 1.67 0.30 0.53
H 0.00 -2.37 -1.68
H 1.72 -2.14 0.66
H 1.11 -3.65 -0.17
H -0.06 -2.80 0.81

# 23
16
Properties=species:S:1:pos:R:3 method="wB97M-V/def2-TZVPD" e_homo_ev=-9.981 spin_multiplicity=1 gap_ev=10.9859 smiles="[H]/N=C/[C@](C)(O)N1CO1" e_tot_ha=-417.07392
H -2.41 -1.91 0.05
N -1.56 -1.47 -0.31
C -0.91 -0.77 0.52
C -0.07 0.42 -0.11
C -0.56 1.78 0.37
O -0.11 0.32 -1.50
N 1.20 0.15 0.51
C 2.03 -0.73 -0.23
O 1.22 -1.46 0.63
H -1.08 -0.66 1.59
H -0.47 1.87 1.45
H -1.59 1.92 0.06
H 0.05 2.55 -0.10
H -0.68 -0.45 -1.70
H 1.86 -0.86 -1.30
H 3.08 -0.70 0.06

# 24
16
Properties=species:S:1:pos:R:3 method="wB97M-V/def2-TZVPD" e_homo_ev=-8.912 spin_multiplicity=1 gap_ev=9.6631 e_tot_ha=-417.04595
C 2.13 -1.10 -0.69
C 1.03 -0.58 -0.20
N 0.15 -1.21 0.83
C -1.15 -1.00 0.72
N -1.60 -0.35 -0.47
O -3.02 0.09 -0.48
O 0.84 0.70 -0.54
C 0.70 1.56 0.53
H 2.55 -2.08 -0.47
H 2.68 -0.41 -1.37
H -1.93 -1.26 1.52
H -1.00 0.54 -0.59
H -3.39 -0.35 -1.40
H 1.75 1.69 1.06
H -0.10 1.26 1.26
H 0.36 2.51 0.27

# 25
16
Properties=species:S:1:pos:R:3 method="wB97M-V/def2-TZVPD" e_homo_ev=-9.377 spin_multiplicity=1 gap_ev=10.1957 smiles="O=CNN1CC(O)C1" e_tot_ha=-417.10325
O -2.04 1.24 0.38
C -2.27 0.14 -0.12
N -1.45 -0.95 -0.18
N -0.07 -0.90 -0.18
C 0.41 0.35 -0.81
C 1.45 0.48 0.23
O 2.75 0.05 -0.14
C 0.51 -0.49 1.09
H -3.36 -0.24 -0.50
H -1.93 -1.76 -0.66
H 0.97 0.14 -1.80
H -0.31 1.14 -0.98
H 1.44 1.39 0.83
H 3.22 0.88 -0.49
H -0.21 -0.01 1.78
H 0.89 -1.45 1.55

# 26
16
Properties=species:S:1:pos:R:3 method="wB97M-V/def2-TZVPD" e_homo_ev=-9.816 spin_multiplicity=1 gap_ev=10.1601 e_tot_ha=-416.89290
C 0.24 -0.16 -0.18
C -0.77 0.95 -0.40
C 1.44 -0.12 0.47
C -0.48 -1.06 0.79
H -1.12 -0.19 -2.04
H 0.80 -0.12 -2.02
H -1.65 0.60 -1.21
H -0.17 1.82 -0.93
H -0.93 0.47 1.32
H 2.38 -0.47 -0.18
H 1.70 0.87 0.87
H -1.72 -1.23 0.78
N 0.14 -0.80 -1.64
N 0.13 -1.38 1.81
O -1.37 1.41 0.78
O 1.35 -0.58 1.81

# 27
16
Properties=species:S:1:pos:R:3 method="wB97M-V/def2-TZVPD" e_homo_ev=-8.759 spin_multiplicity=1 gap_ev=9.3136 e_tot_ha=-416.99323
C -2.08 -0.92 0.25
O -0.77 -0.44 -0.10
C -0.94 1.07 -0.33
C 0.17 1.80 -0.26
N 1.28 1.46 0.45
C 2.00 0.45 0.34
N 1.89 -0.70 -0.61
O 1.40 -1.79 0.06
H -2.95 -0.24 -0.36
H -2.33 -0.68 1.35
H -2.00 -2.13 0.21
H -1.88 1.36 -0.93
H -0.13 2.99 -0.20
H 2.95 0.45 0.99
H 2.89 -1.01 -0.81
H 0.50 -1.64 -0.05

# 28
16
Properties=species:S:1:pos:R:3 method="wB97M-V/def2-TZVPD" e_homo_ev="-8.266 / -7.702" spin_multiplicity=1 gap_ev="8.1275 / 8.2319" e_tot_ha=-417.01841
C 0.29 0.52 0.41
C 0.08 0.59 1.89
C -1.10 -0.23 -2.06
N 0.56 -0.72 -0.26
C -0.90 -0.53 -0.59
N 2.29 0.41 0.04
O 2.96 -0.26 0.71
O -1.79 -1.00 0.11
H 0.76 -1.52 0.34
H 0.27 1.43 -0.18
H -0.59 1.41 2.14
H -0.36 -0.33 2.27
H 1.02 0.73 2.44
H -0.29 0.38 -2.47
H -2.05 0.30 -2.19
H -1.16 -1.17 -2.59

# 29
16
Properties=species:S:1:pos:R:3 method="wB97M-V/def2-TZVPD" e_homo_ev=-9.067 spin_multiplicity=1 gap_ev=5.6004 e_tot_ha=-416.93079
O -1.40 0.68 1.34
C -0.35 0.47 0.58
N 0.79 -0.32 0.91
C 0.53 -1.71 0.87
O 0.35 -2.19 -0.51
C -0.46 0.90 -0.84
C 0.35 2.03 -0.17
N 0.16 0.14 -1.88
H 1.41 -2.21 1.28
H -0.39 -1.96 1.44
H -1.54 1.15 -1.09
H 1.24 1.84 0.49
H -0.29 2.81 0.37
H 0.84 2.57 -1.05
H 0.41 -1.36 -1.12
H -0.25 0.37 -2.77

# 30
16
Properties=species:S:1:pos:R:3 method="wB97M-V/def2-TZVPD" e_homo_ev=-9.042 spin_multiplicity=1 gap_ev=9.7451 smiles="C=[N+]([O-])O.CCC#N" e_tot_ha=-417.03254
C -1.58 0.86 -0.82
N -2.12 0.09 -1.68
O -1.95 0.04 -2.87
O -3.01 -0.86 -1.07
H -1.86 0.79 0.12
H -1.12 1.73 -1.20
H -3.25 -1.39 -1.76
C 2.49 -0.47 1.48
C 1.00 -0.38 0.89
C 0.73 0.93 0.33
N 0.67 1.98 -0.10
H 3.24 -0.31 0.74
H 2.72 -1.49 1.82
H 2.76 0.26 2.30
H 1.00 -1.21 0.17
H 0.27 -0.57 1.65

# 31
16
Properties=species:S:1:pos:R:3 method="wB97M-V/def2-TZVPD" e_homo_ev=-8.456 spin_multiplicity=1 gap_ev=9.2867 smiles="NC(=O)[C@@H]1[C@@H](N)[C@@H]1O" e_tot_ha=-417.16500
N 0.49 2.53 0.86
C 0.60 1.18 0.83
O 1.39 0.58 1.53
C -0.25 0.31 -0.25
C -0.46 -1.14 0.01
N -1.75 -1.60 -0.19
C 0.56 -0.70 -1.01
O 1.85 -1.12 -0.76
H -0.12 2.93 0.19
H 0.53 3.04 1.75
H -1.14 0.85 -0.60
H 0.03 -1.53 0.90
H -2.27 -1.28 -1.00
H -1.78 -2.55 -0.30
H 0.24 -0.74 -2.08
H 2.07 -0.76 0.13

# 32
17
Properties=species:S:1:pos:R:3 method="wB97M-V/def2-TZVPD" e_homo_ev=-9.730 spin_multiplicity=1 gap_ev=10.4278 smiles="O=C1N[C@H](O)[C@@H](CS)N1" e_tot_ha=-815.38289
O -1.47 -2.46 1.30
C -1.02 -1.39 0.94
N -0.80 -0.25 1.70
C -0.02 0.78 0.91
O -0.60 2.11 0.87
C -0.01 0.22 -0.54
C 1.48 0.29 -1.20
S 1.27 -0.62 -2.77
N -0.59 -1.09 -0.35
H -0.94 -0.19 2.63
H 0.98 0.92 1.39
H -1.25 2.17 1.45
H -0.73 0.85 -1.11
H 2.00 -0.30 -0.45
H 1.92 1.22 -1.09
H 0.02 -0.41 -2.77
H -0.25 -1.86 -0.90